No. 1
Computed, not measured: a cluster of 3 separate species, C26H53N8O4P2 in total at a distorted geometry, with ωB97M-V/def2-TZVPD.

Last column: Löwdin charge in e.
Atoms and positions in Å:
C  -4.042  1.099  3.009  0.01
C  -4.211  -0.010  1.850  -0.38
O  -4.577  0.395  0.723  0.06
O  -3.914  -1.416  2.050  -0.07
C  -2.610  -1.696  1.426  -0.07
C  -1.419  -0.904  2.132  -0.11
N  -1.074  0.405  1.661  0.10
C  0.004  1.012  2.427  0.08
C  0.320  -0.088  3.459  -0.10
C  1.464  0.142  4.590  -0.08
C  1.694  1.745  4.608  -0.22
C  2.833  2.443  3.792  -0.02
C  3.026  4.003  3.774  -0.01
C  2.069  4.966  4.577  -0.19
C  2.230  6.571  4.528  -0.09
C  0.942  4.256  5.405  -0.03
C  0.748  2.699  5.424  -0.03
N  -0.561  -1.221  3.241  0.16
H  -3.412  1.941  2.525  0.10
H  -5.035  1.551  3.345  0.11
H  -3.418  0.712  3.897  0.09
H  -2.708  -1.332  0.331  0.14
H  -2.504  -2.845  1.484  0.16
H  -1.580  0.803  0.859  0.17
H  0.434  2.048  2.253  0.14
H  2.420  -0.427  4.294  0.13
H  1.066  -0.188  5.623  0.13
H  3.547  1.809  3.157  0.08
H  3.856  4.515  3.184  0.10
H  2.198  6.924  3.434  0.08
H  3.226  6.927  4.971  0.09
H  1.354  7.111  5.051  0.08
H  0.219  4.927  5.989  0.09
H  -0.129  2.318  6.041  0.09
H  -0.584  -2.102  3.772  0.18
O  -4.633  -4.387  -4.789  -0.31
P  -5.206  -3.317  -3.843  0.76
N  -5.829  -4.519  -2.763  -0.31
C  -7.025  -4.472  -1.937  -0.13
C  -4.808  -5.327  -2.092  -0.15
N  -6.455  -2.869  -4.953  -0.35
C  -7.875  -3.040  -4.704  -0.14
C  -6.203  -3.107  -6.377  -0.14
N  -5.790  -2.031  -2.764  -0.26
C  -5.777  -0.683  -3.387  -0.13
C  -4.939  -1.886  -1.561  -0.16
H  -6.926  -3.815  -1.066  0.07
H  -7.268  -5.469  -1.556  0.09
H  -7.915  -4.174  -2.482  0.05
H  -4.323  -4.776  -1.277  0.05
H  -4.024  -5.641  -2.786  0.07
H  -5.228  -6.248  -1.677  0.08
H  -8.165  -4.095  -4.705  0.09
H  -8.472  -2.529  -5.468  0.08
H  -8.179  -2.567  -3.768  0.07
H  -6.362  -4.157  -6.643  0.08
H  -5.182  -2.824  -6.644  0.07
H  -6.860  -2.494  -7.002  0.08
H  -4.779  -0.429  -3.761  0.08
H  -6.084  0.080  -2.664  0.08
H  -6.481  -0.593  -4.213  0.07
H  -3.889  -1.731  -1.833  0.08
H  -4.992  -2.757  -0.908  0.06
H  -5.267  -1.045  -0.945  0.06
O  4.961  1.229  1.202  -0.34
P  5.729  0.732  -0.038  0.76
N  7.197  1.475  0.498  -0.31
C  8.268  2.055  -0.295  -0.13
C  7.756  0.907  1.729  -0.14
N  4.908  1.828  -1.098  -0.34
C  5.555  2.905  -1.827  -0.14
C  3.576  2.280  -0.694  -0.16
N  6.565  0.080  -1.463  -0.26
C  5.645  -0.447  -2.503  -0.13
C  7.429  -1.076  -1.121  -0.13
H  8.891  1.307  -0.798  0.07
H  8.936  2.649  0.337  0.09
H  7.920  2.758  -1.044  0.05
H  8.251  -0.053  1.546  0.07
H  6.982  0.737  2.481  0.07
H  8.483  1.581  2.192  0.08
H  5.893  3.704  -1.159  0.09
H  4.872  3.350  -2.559  0.08
H  6.390  2.539  -2.428  0.07
H  3.630  3.072  0.060  0.07
H  2.987  1.449  -0.294  0.06
H  3.012  2.664  -1.551  0.08
H  4.972  -1.205  -2.090  0.08
H  6.209  -0.892  -3.328  0.09
H  5.037  0.333  -2.962  0.07
H  6.864  -1.856  -0.602  0.09
H  8.268  -0.792  -0.487  0.06
H  7.879  -1.509  -2.019  0.09

## Properties
Charge: +1
HOMO energy, hartree: -0.3524
Kohn-Sham gap, eV: 6.0

***

No. 2
Computed, not measured: a structure of composition C25H24BrKN3OSi, with ωB97M-V/def2-TZVPD.

Last column: Löwdin charge in e.
Atoms and positions in Å:
K  0.589  -0.001  -0.400  0.79
Br  5.360  6.607  0.482  0.65
C  4.495  4.948  0.112  -0.72
C  5.273  3.799  -0.130  -0.15
C  4.662  2.612  -0.395  -0.02
C  3.225  2.455  -0.448  -0.41
O  2.717  1.335  -0.692  -0.17
C  2.466  3.659  -0.195  -0.14
C  1.030  3.732  -0.190  -0.10
N  0.168  2.801  -0.407  0.06
C  -1.179  3.157  -0.429  -0.22
C  -1.653  4.255  -1.110  -0.03
C  -3.027  4.573  -1.136  -0.09
C  -3.939  3.789  -0.490  -0.06
C  -3.502  2.635  0.204  -0.16
C  -4.395  1.770  0.878  -0.02
C  -3.917  0.663  1.516  -0.05
C  -2.529  0.414  1.476  -0.14
N  -1.670  1.194  0.873  0.07
C  -2.130  2.303  0.234  -0.16
C  3.135  4.872  0.083  -0.12
H  6.354  3.866  -0.102  0.09
H  5.242  1.716  -0.579  0.11
H  0.645  4.735  0.054  0.12
H  -0.954  4.872  -1.661  0.11
H  -3.358  5.446  -1.684  0.10
H  -4.995  4.029  -0.509  0.10
H  -5.455  1.995  0.874  0.11
H  -4.576  -0.024  2.030  0.10
H  -2.122  -0.475  1.947  0.11
H  2.539  5.757  0.275  0.10
C  -2.052  -1.813  -1.719  -0.19
Si  -1.237  -3.243  -0.784  0.31
C  -1.065  -4.662  -2.027  -0.19
C  -2.544  -3.812  0.469  -0.19
N  0.213  -2.665  -0.162  -0.17
C  1.176  -3.375  0.480  -0.41
C  1.001  -4.682  1.006  -0.07
C  2.011  -5.352  1.676  -0.14
C  3.258  -4.771  1.867  -0.16
C  3.466  -3.494  1.355  -0.13
C  2.466  -2.817  0.680  -0.07
H  -3.013  -2.104  -2.151  0.02
H  -1.415  -1.463  -2.537  0.02
H  -2.246  -0.967  -1.051  0.00
H  -2.043  -4.988  -2.393  0.02
H  -0.563  -5.530  -1.592  0.01
H  -0.473  -4.334  -2.885  0.02
H  -3.484  -4.079  -0.024  0.02
H  -2.754  -3.005  1.177  0.01
H  -2.213  -4.674  1.052  0.01
H  0.038  -5.167  0.886  0.07
H  1.814  -6.349  2.057  0.09
H  4.044  -5.297  2.395  0.08
H  4.431  -3.013  1.475  0.09
H  2.685  -1.834  0.269  0.08

## Properties
Charge: -1
HOMO energy, hartree: -0.1370
Kohn-Sham gap, eV: 5.8

***

No. 3
Computed, not measured: a structure of composition C26H19ClFN9O6S2Ta, with ωB97M-V/def2-TZVPD.

Last column: Löwdin charge in e.
Atoms and positions in Å:
Ta  -0.187  -0.077  0.198  1.86
Cl  5.312  -2.220  -4.415  0.80
C  4.085  -1.913  -3.264  -0.64
C  3.582  -2.963  -2.490  -0.02
C  2.590  -2.755  -1.538  0.04
C  2.101  -1.474  -1.383  -0.24
O  1.146  -1.210  -0.448  -0.25
C  2.584  -0.405  -2.153  -0.12
C  2.047  0.900  -1.955  -0.06
O  1.093  1.179  -1.202  -0.10
C  3.596  -0.630  -3.096  0.00
H  3.984  -3.958  -2.635  0.13
H  2.220  -3.572  -0.936  0.13
H  2.499  1.730  -2.509  0.17
H  3.991  0.185  -3.689  0.14
N  1.145  -0.916  2.195  -0.03
N  0.665  -0.467  3.434  -0.02
C  -0.600  -0.034  3.523  -0.71
N  -1.041  0.461  4.649  0.19
S  -1.691  -0.299  2.211  0.82
H  1.378  -1.906  2.254  0.13
H  2.010  -0.414  1.993  0.13
H  1.327  -0.357  4.191  0.18
H  -0.469  0.536  5.480  0.15
H  -1.945  0.912  4.664  0.13
S  -5.512  -3.682  -4.090  1.15
N  -4.867  -2.217  -4.236  -0.18
C  -3.985  -2.090  -3.256  -0.30
C  -3.162  -0.924  -3.016  -0.05
C  -3.180  0.224  -3.813  0.09
C  -2.337  1.265  -3.487  0.03
C  -1.502  1.155  -2.386  -0.07
N  -1.461  0.061  -1.604  -0.01
C  -2.294  -0.966  -1.927  -0.11
C  -2.220  -2.127  -1.069  -0.13
N  -1.352  -2.029  -0.041  -0.08
C  -1.205  -3.096  0.750  -0.12
C  -1.905  -4.279  0.564  0.02
C  -2.817  -4.371  -0.467  0.08
C  -2.985  -3.272  -1.310  -0.05
C  -3.896  -3.231  -2.433  -0.30
N  -4.712  -4.208  -2.799  -0.18
H  -3.849  0.277  -4.662  0.15
H  -2.315  2.172  -4.073  0.14
H  -0.850  1.967  -2.116  0.11
H  -0.524  -3.004  1.583  0.10
H  -1.740  -5.104  1.241  0.14
H  -3.397  -5.270  -0.634  0.15
F  -2.993  7.302  0.345  0.15
C  -2.637  6.199  0.969  -0.18
C  -1.457  5.618  0.751  0.07
N  -1.112  4.445  1.424  0.01
C  0.164  3.795  1.246  0.00
C  -0.007  2.334  0.944  -0.53
O  0.792  1.434  1.364  -0.10
O  -0.900  1.877  0.156  -0.14
C  -1.952  3.840  2.325  -0.44
O  -1.618  2.776  2.850  0.03
N  -3.128  4.470  2.553  0.24
C  -3.610  5.643  1.924  -0.36
O  -4.688  6.086  2.173  0.18
H  -0.720  6.040  0.083  0.15
H  0.811  3.875  2.121  0.16
H  0.682  4.249  0.398  0.16
H  -3.752  4.054  3.232  0.18

## Properties
Energy above the lowest of the compared OMol25 structures with the same formula, charge and spin, eV: 0.3335
Charge: +3
HOMO energy, hartree: -0.5882
Kohn-Sham gap, eV: 5.9

***

What did the third record say?
Computed, not measured: a structure of composition C26H19ClFN9O6S2Ta, with ωB97M-V/def2-TZVPD.

Last column: Löwdin charge in e.
Atoms and positions in Å:
Ta  -0.187  -0.077  0.198  1.86
Cl  5.312  -2.220  -4.415  0.80
C  4.085  -1.913  -3.264  -0.64
C  3.582  -2.963  -2.490  -0.02
C  2.590  -2.755  -1.538  0.04
C  2.101  -1.474  -1.383  -0.24
O  1.146  -1.210  -0.448  -0.25
C  2.584  -0.405  -2.153  -0.12
C  2.047  0.900  -1.955  -0.06
O  1.093  1.179  -1.202  -0.10
C  3.596  -0.630  -3.096  0.00
H  3.984  -3.958  -2.635  0.13
H  2.220  -3.572  -0.936  0.13
H  2.499  1.730  -2.509  0.17
H  3.991  0.185  -3.689  0.14
N  1.145  -0.916  2.195  -0.03
N  0.665  -0.467  3.434  -0.02
C  -0.600  -0.034  3.523  -0.71
N  -1.041  0.461  4.649  0.19
S  -1.691  -0.299  2.211  0.82
H  1.378  -1.906  2.254  0.13
H  2.010  -0.414  1.993  0.13
H  1.327  -0.357  4.191  0.18
H  -0.469  0.536  5.480  0.15
H  -1.945  0.912  4.664  0.13
S  -5.512  -3.682  -4.090  1.15
N  -4.867  -2.217  -4.236  -0.18
C  -3.985  -2.090  -3.256  -0.30
C  -3.162  -0.924  -3.016  -0.05
C  -3.180  0.224  -3.813  0.09
C  -2.337  1.265  -3.487  0.03
C  -1.502  1.155  -2.386  -0.07
N  -1.461  0.061  -1.604  -0.01
C  -2.294  -0.966  -1.927  -0.11
C  -2.220  -2.127  -1.069  -0.13
N  -1.352  -2.029  -0.041  -0.08
C  -1.205  -3.096  0.750  -0.12
C  -1.905  -4.279  0.564  0.02
C  -2.817  -4.371  -0.467  0.08
C  -2.985  -3.272  -1.310  -0.05
C  -3.896  -3.231  -2.433  -0.30
N  -4.712  -4.208  -2.799  -0.18
H  -3.849  0.277  -4.662  0.15
H  -2.315  2.172  -4.073  0.14
H  -0.850  1.967  -2.116  0.11
H  -0.524  -3.004  1.583  0.10
H  -1.740  -5.104  1.241  0.14
H  -3.397  -5.270  -0.634  0.15
F  -2.993  7.302  0.345  0.15
C  -2.637  6.199  0.969  -0.18
C  -1.457  5.618  0.751  0.07
N  -1.112  4.445  1.424  0.01
C  0.164  3.795  1.246  0.00
C  -0.007  2.334  0.944  -0.53
O  0.792  1.434  1.364  -0.10
O  -0.900  1.877  0.156  -0.14
C  -1.952  3.840  2.325  -0.44
O  -1.618  2.776  2.850  0.03
N  -3.128  4.470  2.553  0.24
C  -3.610  5.643  1.924  -0.36
O  -4.688  6.086  2.173  0.18
H  -0.720  6.040  0.083  0.15
H  0.811  3.875  2.121  0.16
H  0.682  4.249  0.398  0.16
H  -3.752  4.054  3.232  0.18

## Properties
Energy above the lowest of the compared OMol25 structures with the same formula, charge and spin, eV: 0.3335
Charge: +3
HOMO energy, hartree: -0.5882
Kohn-Sham gap, eV: 5.9

***

> Which formula does entry 2 have?

C25H24BrKN3OSi

***

> Among the records above, which one has the lowest HOMO energy?

C26H19ClFN9O6S2Ta

***

> What is the formula in the first record?

C26H53N8O4P2